Arrangement P

Computed, not measured: the molecule C3H5NO3, with ωB97M-V/def2-TZVPD.

The geometry in XYZ format:
```
12
Properties=species:S:1:pos:R:3
O 1.500 0.480 -2.195
O 1.184 1.683 -0.325
O -1.194 -1.013 2.593
N -0.745 0.093 0.636
C 0.930 0.661 -1.158
C -0.071 -0.303 -0.613
C -1.218 -0.954 1.386
H -0.785 -0.689 -1.331
H -1.833 -1.686 0.835
H -0.236 0.745 1.222
H 1.934 2.159 -0.710
H 0.536 -1.176 -0.341
```

M in g mol⁻¹: 103.077
HOMO in eV: -10.16
Net charge: 0
LUMO in eV: 0.452
Structure (SMILES): O=CNCC(=O)O
Gap between HOMO and LUMO in eV: 10.608

Arrangement Q

Computed, not measured: the molecule C3H5NO3, with ωB97M-V/def2-TZVPD.

The geometry in XYZ format:
```
12
Properties=species:S:1:pos:R:3
O 0.457 -0.856 -0.572
O -3.095 -0.113 -0.092
O -1.454 1.358 -0.355
N 1.046 0.315 -0.064
C -1.890 0.170 -0.007
C 2.410 0.344 0.018
C -0.892 -0.897 0.144
H -0.426 -1.049 1.113
H -0.630 1.491 0.074
H 2.760 1.322 0.627
H -1.358 -1.809 -0.254
H 3.072 -0.275 -0.631
```

M in g mol⁻¹: 103.077
HOMO in eV: -10.27
Net charge: 0
LUMO in eV: 0.241
Structure (SMILES): C=NOCC(=O)O
Gap between HOMO and LUMO in eV: 10.516

Most stable: arrangement P (next structure +83.3 kcal/mol)